Entry 1:
Formula: C21H31O4Zn
Source: the OMol25 dataset
Level of theory: the ωB97M-V functional and the def2-TZVPD basis

XYZ file:
```
57
C21H31O4Zn (the ωB97M-V functional and the def2-TZVPD basis)
O 0.597 0.011 -3.443
C 0.586 1.215 -4.308
C 0.408 0.457 -5.608
H 1.548 1.736 -4.240
H -0.237 1.930 -4.145
C 0.486 -0.761 -4.678
H 1.222 0.547 -6.322
H -0.565 0.589 -6.075
C 1.725 -1.578 -4.996
H 2.638 -0.978 -4.946
H 1.624 -1.954 -6.022
H 1.817 -2.447 -4.339
C -0.771 -1.597 -4.746
H -1.646 -0.990 -4.500
H -0.702 -2.463 -4.082
H -0.870 -1.950 -5.779
Zn 0.339 0.010 2.371
C -2.138 -1.097 3.771
C -1.410 0.116 3.778
C -1.727 0.820 2.550
H -0.855 0.512 4.612
C -2.617 -0.016 1.808
C -2.851 -1.186 2.556
H -3.519 -1.984 2.269
H -2.153 -1.813 4.581
H -1.572 1.878 2.381
H -3.091 0.255 0.877
C 1.109 -2.155 4.263
C 0.308 -2.943 3.404
C 0.635 -2.644 2.055
H -0.407 -3.699 3.717
C 1.642 -1.617 2.056
C 1.866 -1.249 3.457
H 2.679 -0.627 3.819
H 1.192 -2.273 5.343
H 0.318 -3.192 1.171
H 2.245 -1.286 1.209
O 0.209 0.198 -0.250
C -0.902 -0.361 -1.057
C -1.751 0.827 -1.494
H -1.475 -1.074 -0.426
H -0.476 -0.854 -1.951
C -0.749 1.977 -1.469
H -2.487 1.066 -0.736
H -2.283 0.645 -2.421
C 0.086 1.652 -0.250
H -1.157 2.990 -1.526
H -0.065 1.885 -2.313
H -0.397 2.010 0.681
H 1.087 2.093 -0.275
C 2.036 3.350 4.402
C 1.458 2.015 4.010
O 1.263 1.186 4.926
O 1.211 1.809 2.743
H 1.350 3.844 5.096
H 2.222 3.991 3.542
H 2.964 3.176 4.952
```

Results
Maximum force ... 2.62 eV/A
Multiplicity ... 1
Highest occupied orbital energy ... -0.132 hartree
Orbital gap ... 5.82 eV
E_tot ... -78886.893 eV
Net charge ... -1
Energy above the lowest of the compared OMol25 structures with the same formula, charge and spin ... 0.0 kJ/mol


Entry 2:
Formula: C5H6F4O2S
Source: the OMol25 dataset
Level of theory: the ωB97M-V functional and the def2-TZVPD basis

XYZ file:
```
18
C5H6F4O2S (the ωB97M-V functional and the def2-TZVPD basis)
C 1.559 -0.273 0.529
C 0.657 1.481 -1.211
C 0.510 0.812 0.201
C 2.970 0.117 0.722
C -0.941 0.261 0.475
O 3.670 -1.741 -0.983
O 1.861 1.331 -1.529
F 0.393 2.813 -0.893
F 0.656 1.855 1.020
F 3.154 1.431 1.175
F 3.482 -0.705 1.721
S 4.200 -0.441 -0.638
H 1.399 -0.900 1.368
H 1.621 -0.938 -0.301
H -0.147 1.159 -1.966
H -1.485 1.118 0.118
H -0.973 0.126 1.545
H -1.053 -0.693 -0.091
```

Results
Maximum force ... 3.12 eV/A
Multiplicity ... 1
Highest occupied orbital energy (alpha / beta) ... -0.342 / -0.386 hartree
Orbital gap (alpha / beta) ... 6.42 / 9.29 eV
E_tot ... -31078.141 eV
Net charge ... 0
Energy above the lowest of the compared OMol25 structures with the same formula, charge and spin ... 180.9 kJ/mol


Question: Which value of net charge does entry 1 give?
Answer: -1


Repeat the second record exactly.
Formula: C5H6F4O2S
Source: the OMol25 dataset
Level of theory: the ωB97M-V functional and the def2-TZVPD basis

XYZ file:
```
18
C5H6F4O2S (the ωB97M-V functional and the def2-TZVPD basis)
C 1.559 -0.273 0.529
C 0.657 1.481 -1.211
C 0.510 0.812 0.201
C 2.970 0.117 0.722
C -0.941 0.261 0.475
O 3.670 -1.741 -0.983
O 1.861 1.331 -1.529
F 0.393 2.813 -0.893
F 0.656 1.855 1.020
F 3.154 1.431 1.175
F 3.482 -0.705 1.721
S 4.200 -0.441 -0.638
H 1.399 -0.900 1.368
H 1.621 -0.938 -0.301
H -0.147 1.159 -1.966
H -1.485 1.118 0.118
H -0.973 0.126 1.545
H -1.053 -0.693 -0.091
```

Results
Maximum force ... 3.12 eV/A
Multiplicity ... 1
Highest occupied orbital energy (alpha / beta) ... -0.342 / -0.386 hartree
Orbital gap (alpha / beta) ... 6.42 / 9.29 eV
E_tot ... -31078.141 eV
Net charge ... 0
Energy above the lowest of the compared OMol25 structures with the same formula, charge and spin ... 180.9 kJ/mol